Run one
{
  "formula": "CH2N2OS2",
  "method": "ωB97M-V with the def2-TZVPD basis set",
  "species": ["S", "S", "O", "N", "N", "C", "H", "H"],
  "xyz": [[1.06562, 1.01074, -1.28830], [1.32763, 0.93733, 1.79891], [-2.32508, -2.14680, -0.41662], [-0.46167, -0.21998, 0.34878], [-1.46523, -1.68615, -1.02393], [0.61473, 0.49333, 0.31437], [1.92432, 2.16260, -0.96161], [-0.68031, -0.55108, 1.22840]],
  "lumo_ha": [0.00858, -0.10325],
  "orbital_gap_ev": [9.805, 5.224]
}


Run two
{
  "formula": "CH2N2OS2",
  "method": "ωB97M-V with the def2-TZVPD basis set",
  "species": ["S", "S", "O", "N", "N", "C", "H", "H"],
  "xyz": [[-3.13386, 1.70097, -1.05956], [-2.17475, 1.22197, 1.50643], [-3.13769, 3.02230, -1.61968], [-1.80187, 1.03758, -1.38309], [0.03543, 0.03060, 0.69396], [-0.75383, 0.81950, 0.98864], [-1.33791, 1.73955, -1.70491], [0.92932, -0.42605, 0.36411]],
  "lumo_ha": -0.01888,
  "orbital_gap_ev": 8.671
}


Result of the stability comparison: run two is the most stable of them.


Run one
{
  "formula": "C4H14N",
  "method": "ωB97M-V with the def2-TZVPD basis set",
  "species": ["N", "C", "C", "C", "C", "H", "H", "H", "H", "H", "H", "H", "H", "H", "H", "H", "H", "H", "H"],
  "xyz": [[-1.13425, 1.34724, 0.33361], [1.20036, -2.77545, 1.37198], [-1.36338, 2.67567, -1.81590], [2.54558, -2.21391, 0.85957], [-1.74289, 1.40911, -1.05284], [3.01158, -2.58543, -0.05061], [-0.19285, 1.73943, 0.24395], [1.29728, -3.85964, 1.44927], [-2.81336, 1.27802, -0.93974], [0.29881, -2.59646, 0.78210], [-0.28470, 2.71970, -1.96503], [1.07733, -2.41918, 2.38989], [-1.36862, 0.55794, -1.61481], [-1.88684, 2.50183, -2.75706], [-1.08169, 0.38108, 0.65969], [2.53825, -1.12453, 0.78538], [3.20242, -2.53346, 1.66645], [-1.69573, 3.62302, -1.41154], [-1.60729, 1.87502, 1.06565]],
  "lumo_ha": -0.14354,
  "orbital_gap_ev": 10.649,
  "total_charge": 1
}


Run two
{
  "formula": "C4H14N",
  "method": "ωB97M-V with the def2-TZVPD basis set",
  "species": ["N", "C", "C", "C", "C", "H", "H", "H", "H", "H", "H", "H", "H", "H", "H", "H", "H", "H", "H"],
  "xyz": [[1.72287, 0.29420, 1.46796], [-1.08075, -0.01491, -1.66302], [2.73913, -0.65174, 2.08136], [-1.71075, -1.01730, -0.73325], [-1.93812, 1.26021, -1.62613], [1.06285, 0.71422, 2.12585], [-1.74680, 1.97750, -2.45057], [-1.33773, -2.04837, -0.79602], [-2.80604, -0.94227, -0.74287], [2.57100, -0.68101, 3.16242], [-1.01358, -0.41058, -2.68233], [-0.05373, 0.27361, -1.36460], [-2.99871, 1.05883, -1.69238], [3.75699, -0.26763, 1.99418], [-1.77921, 1.70463, -0.63566], [2.26313, 1.06758, 1.06435], [-1.48260, -0.68660, 0.31304], [1.16495, -0.04348, 0.67784], [2.66709, -1.58689, 1.49985]],
  "lumo_ha": -0.14927,
  "orbital_gap_ev": 10.522,
  "total_charge": 1
}


Run three
{
  "formula": "C4H14N",
  "method": "ωB97M-V with the def2-TZVPD basis set",
  "species": ["N", "C", "C", "C", "C", "H", "H", "H", "H", "H", "H", "H", "H", "H", "H", "H", "H", "H", "H"],
  "xyz": [[1.10571, -0.08133, 1.94701], [-0.46352, 1.88790, -0.00887], [-0.27763, -1.84197, -1.20649], [-0.91001, -0.57978, -0.67718], [0.01755, 0.63349, -0.80976], [0.72594, -2.10329, -0.70150], [0.64942, -0.61337, 1.16558], [-0.00284, -1.73653, -2.28276], [2.02528, -0.48581, 2.13460], [-1.39351, 1.64937, 0.50683], [0.23000, 2.32180, 0.73754], [0.48529, -0.04489, 2.74642], [-0.64244, 2.73290, -0.69006], [1.14081, 0.46203, -0.56499], [-0.93573, -2.72867, -1.16682], [-1.15865, -0.74666, 0.43472], [-1.88933, -0.38599, -1.20446], [0.11081, 0.79285, -1.92373], [1.18287, 0.86793, 1.56392]],
  "lumo_ha": -0.14595,
  "orbital_gap_ev": 11.122,
  "total_charge": 1
}


Result of the stability comparison: run one is the most stable of them.


Run one
{
  "formula": "C3H14NO4",
  "method": "ωB97M-V with the def2-TZVPD basis set",
  "species": ["O", "O", "O", "O", "N", "C", "C", "C", "H", "H", "H", "H", "H", "H", "H", "H", "H", "H", "H", "H", "H", "H"],
  "xyz": [[-4.43941, -1.53900, 1.39864], [3.00447, 0.71684, -1.91835], [-0.33746, 3.71811, 0.07019], [0.84355, 1.07391, -0.46600], [-0.60849, -0.69566, 0.01012], [1.49557, -2.12411, 0.33833], [-0.03441, -2.02040, 0.19252], [0.20448, 0.53670, 0.56758], [-3.56010, -1.45229, 0.96821], [2.23513, 0.75118, -1.08955], [-0.50205, 1.30252, 1.01687], [-4.78989, -2.03417, 0.72798], [-0.02868, 2.71530, 0.07294], [2.05229, -2.76839, -0.42761], [-0.51130, -0.50112, -1.00064], [2.61508, 1.21275, -2.68356], [1.80078, -2.50580, 1.27365], [1.96200, -1.06405, 0.20699], [0.80945, 0.16918, 1.35553], [-0.42196, -2.47297, 1.08982], [-0.35058, -2.78723, -0.56896], [0.38625, 4.19264, -0.27889]],
  "lumo_ha": 0.12594,
  "orbital_gap_ev": 7.667,
  "total_charge": -1
}


Run two
{
  "formula": "C3H14NO4",
  "method": "ωB97M-V with the def2-TZVPD basis set",
  "species": ["O", "O", "O", "O", "N", "C", "C", "C", "H", "H", "H", "H", "H", "H", "H", "H", "H", "H", "H", "H", "H", "H"],
  "xyz": [[2.01952, 2.37269, 0.43055], [-0.46860, 1.42762, 0.49900], [-1.74629, -2.83233, 1.31090], [-1.36416, -0.21042, 2.15422], [0.35517, -1.11658, -0.56272], [1.78751, -0.80515, -0.38845], [-0.34399, -0.19313, -1.43083], [-0.63577, 1.28599, -0.85862], [1.79604, 3.20775, 0.02215], [0.15622, -0.09277, -2.39618], [-1.35707, -2.87404, 0.43098], [2.38737, -1.48924, -0.99594], [-1.69602, 1.40630, -1.15326], [-1.35387, -0.57441, -1.59723], [1.19106, 1.82315, 0.58296], [-2.27094, -0.19058, 1.83105], [-0.88723, 0.47876, 1.50702], [-0.07348, -1.00439, 0.34527], [0.00335, 2.01693, -1.37598], [2.05043, -0.90370, 0.66140], [-1.56639, -1.94317, 1.69866], [2.01716, 0.21073, -0.71495]],
  "lumo_ha": 0.14433,
  "orbital_gap_ev": 8.237,
  "total_charge": -1
}


Result of the stability comparison: run two is the most stable of them.


Run one
{
  "formula": "C6H18O3",
  "method": "ωB97M-V with the def2-TZVPD basis set",
  "species": ["O", "O", "O", "C", "C", "C", "C", "C", "C", "H", "H", "H", "H", "H", "H", "H", "H", "H", "H", "H", "H", "H", "H", "H", "H", "H", "H"],
  "xyz": [[-1.41217, -3.31660, 1.83733], [1.55498, 4.09786, 1.68065], [2.13994, -0.35784, -1.89745], [-2.89382, -1.53302, 1.31188], [0.84232, -0.68719, -2.44025], [1.29167, 3.57869, 0.41752], [1.48570, 2.03397, 0.44031], [0.27768, -1.86871, -1.61565], [-1.46793, -2.05296, 1.17056], [-1.66260, -3.21806, 2.75884], [-0.75262, -1.35375, 1.60361], [1.14676, 1.62003, -0.50935], [1.87237, 4.03562, -0.38378], [-3.74111, -2.21120, 1.21037], [-2.92956, -1.06945, 2.29773], [-0.69391, -2.14329, -2.02636], [0.21802, 0.19877, -2.55616], [1.23692, 5.00351, 1.66501], [0.24130, 3.68991, 0.14833], [-3.04765, -0.79268, 0.52680], [0.76249, 1.60869, 1.13617], [-1.02841, -2.22433, 0.18794], [2.09384, 0.57548, -1.67748], [0.12845, -1.65753, -0.55676], [0.79801, -1.01907, -3.47756], [1.00469, -2.67513, -1.71191], [2.53464, 1.73827, 0.45962]],
  "lumo_ha": 0.02281,
  "orbital_gap_ev": 10.822,
  "smiles": "CCO.CCO.CCO"
}


Run two
{
  "formula": "C6H18O3",
  "method": "ωB97M-V with the def2-TZVPD basis set",
  "species": ["O", "O", "O", "C", "C", "C", "C", "C", "C", "H", "H", "H", "H", "H", "H", "H", "H", "H", "H", "H", "H", "H", "H", "H", "H", "H", "H"],
  "xyz": [[2.08815, 2.23447, -0.44375], [-1.95600, -2.27578, 0.03548], [-0.05007, 2.21041, 1.43996], [2.65569, 0.96948, -0.82864], [-0.64579, -2.76272, -0.38484], [-0.35238, -4.07714, 0.30688], [1.63207, 0.24434, -1.69046], [-2.36860, 2.58972, 1.60661], [-1.24902, 2.02056, 0.74128], [-2.35439, 2.07707, 2.56891], [3.60264, 1.05474, -1.36781], [0.72173, -4.25021, 0.15768], [0.08100, -1.99956, -0.09541], [1.93273, -0.77496, -1.92830], [0.67084, 0.18900, -1.17506], [-0.73663, -2.89063, -1.46782], [-0.54790, -4.15330, 1.37399], [0.74173, 2.00878, 0.91894], [-2.18804, 3.65129, 1.75950], [-0.88764, -4.90887, -0.15399], [-3.35314, 2.44468, 1.16217], [2.76740, 2.91538, -0.46659], [2.91068, 0.43444, 0.09279], [-1.91004, -1.32031, 0.11069], [-1.41387, 0.95831, 0.52099], [1.45691, 0.85522, -2.57496], [-1.24807, 2.55560, -0.21823]],
  "lumo_ha": 0.02233,
  "orbital_gap_ev": 10.486,
  "smiles": "CCO.CCO.CCO"
}


Result of the stability comparison: run two is the most stable of them.